Formula: C3H8OS2
Source: the OMol25 dataset
Level of theory: ωB97M-V/def2-TZVPD

Computed properties:
ΔE to the lowest compared entry with this formula, charge and spin: 12.3 kcal/mol
energy: -990.69097 Ha
maximum force: 1.13 eV/A
orbital gap: 9.8 eV
SMILES: CC=O.CSS

The geometry in XYZ format:
```
14
Properties=species:S:1:pos:R:3:mulliken_charge:R:1
H -1.44187 0.07733 -0.92999 0.053
S 0.37537 -1.03138 1.62060 -0.059
C -0.19539 0.17507 -2.69339 -0.010
H -1.66758 0.32843 1.53234 0.275
H -1.39149 -0.44674 3.12301 0.334
S 1.23400 0.73893 1.01914 -0.153
H -1.20060 -1.49783 -1.83361 0.274
O -0.10258 1.33960 -2.96713 -0.466
H 0.55507 -0.54082 -3.07027 0.371
C -1.32342 -0.42426 -1.88362 -0.517
C -1.32140 -0.57367 2.04565 -0.800
H -2.19828 -0.20727 -2.50134 0.308
H -1.96244 -1.39417 1.73341 0.288
H 1.17441 0.51514 -0.27752 0.102
```